No. 1
A structure of composition C5H7NO in a non-equilibrium geometry. Source: the Open Molecules 2025 dataset; level of theory: ωB97M-V with the def2-TZVPD basis set.

The geometry in XYZ format:
```
14
C5H7NO, DFT ωB97M-V with the def2-TZVPD basis set
N -1.656 -1.914 -0.046
C -0.778 -1.051 0.210
O 0.591 -1.282 0.260
C 1.234 -0.050 0.365
C 0.279 1.046 0.129
C 0.702 0.915 -1.257
C -0.933 0.363 0.663
H -1.231 -2.833 -0.182
H 2.216 -0.129 0.810
H -0.384 0.241 1.667
H 0.534 2.000 0.585
H 0.415 0.067 -1.863
H 0.936 1.827 -1.829
H -1.924 0.800 0.488
```

As for the molecular weight: 97.12 g mol⁻¹. The total charge is 0. The value obtained for the LUMO energy is 0.0319 Eh. As for the HOMO-LUMO gap: 9.1 eV. The energy above the lowest of the compared OMol25 structures with the same formula, charge and spin is 370.4 kJ/mol.

No. 2
An isolated molecule of C28H22ClN3O4. Source: the Open Molecules 2025 dataset; level of theory: ωB97M-V with the def2-TZVPD basis set.

The geometry in XYZ format:
```
58
C28H22ClN3O4, DFT ωB97M-V with the def2-TZVPD basis set
O -3.391 -1.613 0.027
C -3.148 -0.430 -0.125
N -3.944 0.386 -0.856
C -5.180 -0.081 -1.452
C -6.375 0.438 -0.723
C -6.970 0.035 0.437
C -8.041 0.934 0.665
C -8.015 1.815 -0.369
O -7.009 1.528 -1.212
C -1.943 0.220 0.464
C -1.293 1.293 -0.140
C -0.145 1.815 0.423
C 0.369 1.287 1.603
C 1.674 1.814 2.141
N 2.755 1.323 1.284
C 3.293 2.176 0.338
O 2.943 3.336 0.260
C 4.298 1.561 -0.530
C 4.997 2.371 -1.424
C 5.930 1.829 -2.278
C 6.168 0.460 -2.238
C 5.482 -0.357 -1.363
C 4.527 0.177 -0.492
N 3.829 -0.586 0.420
C 3.702 -2.038 0.351
C 2.249 -2.386 0.124
C 1.583 -3.286 0.942
C 0.232 -3.528 0.757
C -0.473 -2.878 -0.240
C 0.203 -1.989 -1.059
Cl -0.651 -1.164 -2.311
C 1.552 -1.739 -0.889
C 3.032 -0.024 1.398
O 2.581 -0.691 2.302
C -0.277 0.217 2.206
C -1.418 -0.315 1.636
H -3.777 1.379 -0.853
H -5.150 -1.173 -1.395
H -5.224 0.239 -2.497
H -6.679 -0.797 1.043
H -8.730 0.920 1.484
H -8.633 2.656 -0.612
H -1.653 1.700 -1.075
H 0.366 2.637 -0.057
H 1.713 2.904 2.100
H 1.851 1.458 3.157
H 4.779 3.428 -1.417
H 6.473 2.455 -2.968
H 6.904 0.023 -2.896
H 5.712 -1.410 -1.353
H 4.046 -2.472 1.293
H 4.311 -2.419 -0.466
H 2.118 -3.781 1.738
H -0.284 -4.219 1.406
H -1.534 -3.031 -0.362
H 2.052 -1.033 -1.536
H 0.130 -0.215 3.106
H -1.917 -1.160 2.087
```

As for the molecular weight: 499.95 g mol⁻¹. The total charge is 0. The value obtained for the LUMO energy is 0.0094 Eh. As for the HOMO-LUMO gap: 8.9 eV. The energy above the lowest of the compared OMol25 structures with the same formula, charge and spin is 0.0 kJ/mol.